Below is an isolated molecule of C17H22ClNO3, with properties calculated with ωB97M-V/def2-TZVPD.

orbital gap = 8.581 eV
electronic energy = -38140.840 eV
energy relative to the best compared isomer or geometry (same formula, charge and spin) = 1.761 eV
LUMO = 0.27 eV
structure (SMILES) = CCCc1cc(=O)oc2c(CN(CC)CC)c(O)c(Cl)cc12

```
44
C17H22ClNO3 | the OMol25 dataset | ωB97M-V/def2-TZVPD
O -1.3731 3.3242 2.0520
Cl 0.3595 -1.8089 -3.6514
O 1.4381 -2.4115 -0.9726
O -0.3852 1.4287 1.1983
C -1.1357 2.5803 1.1397
C -1.7364 3.0354 -0.1179
C -1.5535 2.3233 -1.2623
C -0.4904 0.3662 -2.3332
C 0.1785 -0.8368 -2.2622
C 0.7220 -1.2340 -1.0473
C -0.2607 0.6652 0.0617
C -0.7662 1.1177 -1.1848
C 0.5232 -0.4977 0.1037
N 1.1315 -2.3733 1.6672
C 1.2151 -0.9079 1.3842
C 2.5548 -4.3387 1.9828
C -1.0293 -2.2855 3.0231
C -0.3742 4.7785 -2.5705
C -2.1435 2.9549 -2.5321
C 2.2423 -2.9305 2.4941
C -0.2405 -2.9470 1.8633
C -0.9891 3.6285 -3.3465
H 1.4198 -2.6428 -0.0021
H -2.2965 3.9779 -0.0931
H -0.8790 0.5696 -3.3059
H 0.8268 -0.3437 2.2161
H 2.2739 -0.6272 1.3228
H 2.6687 -4.3401 0.8788
H 1.7799 -5.0350 2.2831
H 3.5120 -4.6447 2.4275
H -1.0492 -1.1997 2.9448
H -2.0140 -2.6819 3.1345
H -0.5270 -2.4937 3.9821
H -1.1717 5.4564 -2.2178
H 0.2673 5.3327 -3.2439
H 0.2168 4.4011 -1.7342
H -2.6253 2.2034 -3.1401
H -2.8729 3.7377 -2.2711
H 1.9816 -3.0175 3.5392
H 3.1770 -2.3400 2.3811
H -0.1711 -4.0190 2.0692
H -0.8298 -2.8320 0.9329
H -1.4093 3.9863 -4.2754
H -0.1652 2.9212 -3.5178
```